Run one
Density functional theory data (the ωB97M-V functional and the def2-TZVPD basis) for an isolated molecule of C2H4N2S2.

Output
2S+1: 1
orbital gap: 8.940 eV
highest occupied orbital energy: -8.24 eV
charge: 0
structure (SMILES): C1=NSCSN1

Geometry (Å):
S  -0.7848  1.0323  1.3322
S  1.3833  0.5776  -0.6066
N  0.1355  -0.3641  -1.2909
N  -1.7584  0.2084  0.1731
C  0.9161  0.4497  1.1297
C  -1.1818  -0.3768  -0.8380
H  1.1265  -0.5742  1.5156
H  -1.8460  -0.9297  -1.5015
H  1.5427  1.2354  1.5990
H  0.4667  -1.2586  -1.5126

Just the Mulliken charges please, in e? Sure, here they are:
1. S 0.009
2. S -0.008
3. N -0.300
4. N -0.387
5. C -0.571
6. C 0.036
7. H 0.326
8. H 0.355
9. H 0.280
10. H 0.262

***

Run two
Density functional theory data (the ωB97M-V functional and the def2-TZVPD basis) for an isolated molecule of C2H4N2S2.

Output
2S+1: 1
orbital gap: 7.823 eV
highest occupied orbital energy: -8.96 eV
charge: 0
structure (SMILES): [H]/N=C(\N)C(=S)S

Geometry (Å):
S  0.4796  1.7739  -0.1053
S  1.6975  -0.9318  0.0814
N  -1.3182  -1.7917  -0.1852
N  -2.0094  0.5613  0.1039
C  -1.1299  -0.5543  0.0837
C  0.2480  0.0846  0.0156
H  -2.8651  0.3809  0.6785
H  0.7105  -2.0449  -0.0186
H  -2.3232  -1.8929  -0.5599
H  -1.7704  1.5139  0.2540

Just the Mulliken charges please, in e? Sure, here they are:
1. S -0.327
2. S -0.185
3. N -0.670
4. N -0.440
5. C 0.495
6. C 0.159
7. H 0.259
8. H 0.235
9. H 0.269
10. H 0.206

***

Quick look at relative energies in eV: run one 0.000; run two 0.342.

***

Run one
Density functional theory data (the ωB97M-V functional and the def2-TZVPD basis) for an isolated molecule of C2H4N2S2.

Output
2S+1: 1
orbital gap: 9.080 eV
highest occupied orbital energy: -8.73 eV
charge: 0
structure (SMILES): [H]/N=C1/NSCS1

Geometry (Å):
S  1.5578  -0.7321  -0.2897
S  -0.4293  1.3600  -0.1053
N  0.0156  -1.1331  0.3777
N  -2.1958  -0.7600  -0.1982
C  -0.9828  -0.3353  -0.0838
C  1.4029  1.0294  0.0765
H  2.0723  1.5072  -0.6035
H  1.6245  1.1300  1.1329
H  -0.2766  -2.0635  0.1432
H  -2.7885  -0.0027  -0.4498

Just the Mulliken charges please, in e? Sure, here they are:
1. S -0.037
2. S -0.158
3. N -0.339
4. N -0.679
5. C 0.503
6. C -0.505
7. H 0.363
8. H 0.302
9. H 0.309
10. H 0.241

***

Run two
Density functional theory data (the ωB97M-V functional and the def2-TZVPD basis) for a structure of composition C2H4N2S2.

Output
2S+1: 1
orbital gap (alpha / beta): 7.492 / 7.432 eV
highest occupied orbital energy (alpha / beta): -8.03 / -8.18 eV
charge: 0

Geometry (Å):
S  0.5814  -1.1864  -0.5807
S  2.0795  1.0507  -0.6439
N  -0.4503  -1.0760  -1.7554
N  0.9259  1.6059  0.2940
C  -0.0641  1.0862  0.8612
C  -0.3560  -0.3997  0.8550
H  -0.9274  1.7195  1.3207
H  -1.4712  -0.6946  0.5666
H  -0.3187  -1.3757  -2.6943
H  0.0011  -0.7299  1.7766

Just the Mulliken charges please, in e? Sure, here they are:
1. S 0.163
2. S -0.092
3. N -0.504
4. N -0.349
5. C 0.100
6. C -0.520
7. H 0.290
8. H 0.300
9. H 0.252
10. H 0.360

***

Run three
Density functional theory data (the ωB97M-V functional and the def2-TZVPD basis) for an isolated molecule of C2H4N2S2.

Output
2S+1: 1
orbital gap: 7.989 eV
highest occupied orbital energy: -8.58 eV
charge: 0
structure (SMILES): N/N=C/C(=S)S

Geometry (Å):
S  0.8826  -0.0803  2.0371
S  0.4308  2.6141  0.7647
N  -0.5917  -1.5254  -1.4019
N  -0.1158  -0.9725  -0.2924
C  0.4057  0.2843  -0.6184
C  0.5468  0.9983  0.7387
H  0.2939  0.9524  -1.5362
H  0.5968  0.7982  3.1372
H  -1.1066  -0.7298  -1.7667
H  -1.3426  -2.3393  -1.0620

Just the Mulliken charges please, in e? Sure, here they are:
1. S -0.187
2. S -0.271
3. N -0.631
4. N -0.039
5. C -0.294
6. C 0.346
7. H 0.335
8. H 0.166
9. H 0.271
10. H 0.304

***

Quick look at relative energies in eV: run one 0.000; run two 2.620; run three 2.400.

***

Run one
Density functional theory data (the ωB97M-V functional and the def2-TZVPD basis) for the ion C4H11N2OS with charge +1.

Output
2S+1: 1
orbital gap: 10.322 eV
highest occupied orbital energy: -13.42 eV
charge: +1
structure (SMILES): NC(=O)[C@@H]([NH3+])CCS

Geometry (Å):
S  2.3913  1.6007  -0.6708
O  -2.5129  -0.1808  1.0958
N  -0.4211  1.1450  1.3515
N  -1.9693  -1.4689  -0.6971
C  0.8905  -0.5628  0.1365
C  1.9180  -0.1511  -0.8990
C  -0.3963  0.2675  0.1261
C  -1.7463  -0.5255  0.2193
H  1.5818  -0.3197  -1.9220
H  -2.8156  -1.9915  -0.5928
H  -1.3581  1.5521  1.4487
H  0.3480  1.8143  1.2605
H  0.5827  -1.6122  0.1147
H  1.3285  -0.5420  1.1378
H  2.8199  -0.7557  -0.8249
H  1.4842  2.1716  -1.4741
H  -1.2773  -1.9449  -1.2683
H  -0.2805  0.5929  2.1958
H  -0.5674  0.9110  -0.7377

Just the Mulliken charges please, in e? Sure, here they are:
1. S -0.203
2. O -0.615
3. N -0.287
4. N -0.343
5. C -0.936
6. C -0.669
7. C 0.009
8. C 0.282
9. H 0.365
10. H 0.279
11. H 0.378
12. H 0.309
13. H 0.498
14. H 0.391
15. H 0.413
16. H 0.157
17. H 0.237
18. H 0.338
19. H 0.396

***

Run two
Density functional theory data (the ωB97M-V functional and the def2-TZVPD basis) for the ion C4H11N2OS with charge +1.

Output
2S+1: 1
orbital gap: 6.530 eV
highest occupied orbital energy: -12.85 eV
charge: +1
structure (SMILES): NC/C(O)=[NH+]\CCS

Geometry (Å):
S  3.4493  -0.9166  -0.0221
O  0.2002  2.0790  -0.1435
N  -2.4598  -0.3052  0.7720
N  0.0356  0.0348  -1.1887
C  -1.8310  0.8505  0.1925
C  -0.3629  0.8752  -0.0907
C  1.6945  -0.9999  0.3864
C  0.7557  -1.2241  -0.8171
H  3.4972  0.3116  -0.6283
H  1.7279  -1.8665  1.0541
H  -0.0184  -1.9466  -0.4916
H  -1.9292  -0.8721  1.4207
H  -3.3429  -0.1420  1.2710
H  -2.2594  1.0466  -0.7978
H  1.2202  -1.6653  -1.7067
H  -2.1436  1.6766  0.8626
H  -0.2463  2.3931  0.6756
H  0.6394  0.7414  -1.6235
H  1.3734  -0.0706  0.8751

Just the Mulliken charges please, in e? Sure, here they are:
1. S -0.123
2. O -0.356
3. N -0.580
4. N -0.125
5. C -0.450
6. C 0.178
7. C -0.443
8. C -0.497
9. H 0.132
10. H 0.318
11. H 0.295
12. H 0.218
13. H 0.263
14. H 0.273
15. H 0.377
16. H 0.469
17. H 0.432
18. H 0.325
19. H 0.294

***

Quick look at relative energies in eV: run one 0.000; run two 3.666.

***

Run one
Density functional theory data (the ωB97M-V functional and the def2-TZVPD basis) for a cluster of 5 separate species, C3H16O4S in total.

Output
2S+1: 1
orbital gap: 9.402 eV
highest occupied orbital energy: -9.12 eV
charge: 0
structure (SMILES): CCCS.O.O.O.O

Geometry (Å):
S  -1.5774  0.7011  0.1178
O  0.3503  1.3338  -6.3396
O  1.7051  -3.1092  5.0123
O  -0.2297  2.8192  -3.3607
O  0.0408  1.2031  4.6443
C  -0.4498  -0.5807  0.6599
C  -0.1855  -1.5666  -0.5206
C  1.2015  -2.2013  -0.6979
H  1.1306  -2.7820  -1.5750
H  1.5148  -2.7943  0.1287
H  2.6074  -3.4315  4.8956
H  -0.8312  -0.9732  1.6416
H  -0.0083  2.4457  -2.4958
H  -0.5447  -1.1388  -1.4740
H  -0.4306  3.6995  -3.0544
H  -0.8567  -2.4236  -0.2757
H  1.9206  -1.3742  -0.9858
H  -1.1416  1.5822  1.0862
H  0.4239  1.7384  -5.4757
H  0.5273  1.7873  5.2432
H  1.3083  1.3807  -6.5509
H  -0.6273  1.8354  4.3131
H  0.5495  -0.1535  0.8109
H  1.6403  -2.1972  5.3230

Just the Mulliken charges please, in e? Sure, here they are:
1. S -0.273
2. O -0.625
3. O -0.644
4. O -0.625
5. O -0.622
6. C -0.362
7. C -0.521
8. C -1.194
9. H 0.371
10. H 0.318
11. H 0.320
12. H 0.357
13. H 0.316
14. H 0.358
15. H 0.310
16. H 0.251
17. H 0.314
18. H 0.100
19. H 0.308
20. H 0.311
21. H 0.317
22. H 0.314
23. H 0.279
24. H 0.322

***

Run two
Density functional theory data (the ωB97M-V functional and the def2-TZVPD basis) for a cluster of 5 separate species, C3H16O4S in total.

Output
2S+1: 1
orbital gap: 8.667 eV
highest occupied orbital energy: -8.66 eV
charge: 0
structure (SMILES): CCCS.O.O.O.O

Geometry (Å):
S  -1.0198  -1.9084  2.7933
O  -2.2950  1.3108  -3.0161
O  -0.7211  2.8029  -1.5051
O  -0.3163  1.8757  0.7703
O  -1.3336  -1.1977  -3.1349
C  0.1732  -0.8846  1.8916
C  1.5876  -0.8183  2.4642
C  2.6370  -0.9249  1.3648
H  3.1215  0.0141  1.2716
H  3.3343  -1.7593  1.6317
H  -1.1185  3.6900  -1.4994
H  -0.2171  0.0788  1.6114
H  1.7006  -1.6378  3.2419
H  -1.6421  -2.3658  1.6608
H  -0.5598  1.3357  0.0619
H  0.3886  -1.3432  0.8718
H  -1.3022  -2.1336  -3.3572
H  -2.9416  0.6974  -2.6205
H  0.3888  2.3746  0.3737
H  -0.9946  -1.2805  -2.2425
H  -1.8092  0.9095  -3.7390
H  1.7143  0.1392  2.9304
H  -1.0552  2.2559  -2.1739
H  2.2804  -1.2307  0.3491

Just the Mulliken charges please, in e? Sure, here they are:
1. S -0.248
2. O -0.686
3. O -0.618
4. O -0.632
5. O -0.588
6. C -0.312
7. C -0.446
8. C -1.039
9. H 0.281
10. H 0.255
11. H 0.268
12. H 0.427
13. H 0.342
14. H 0.097
15. H 0.270
16. H 0.110
17. H 0.304
18. H 0.304
19. H 0.309
20. H 0.299
21. H 0.334
22. H 0.291
23. H 0.372
24. H 0.304

***

Quick look at relative energies in eV: run one 0.000; run two 0.293.

***

Run one
Density functional theory data (the ωB97M-V functional and the def2-TZVPD basis) for a cluster of 5 separate species, C3H16O4S in total.

Output
2S+1: 1
orbital gap: 9.513 eV
highest occupied orbital energy: -9.05 eV
charge: 0
structure (SMILES): CCCS.O.O.O.O

Geometry (Å):
S  1.0358  4.0679  0.5184
O  0.9338  -1.9348  -0.0549
O  -0.9822  -4.4980  -0.8283
O  -3.4322  -3.3534  -3.0681
O  -1.8958  -1.1857  -2.2026
C  1.5179  2.9157  1.9190
C  1.3048  0.6157  2.8209
C  1.4045  1.3891  1.5237
H  1.4791  -1.8765  0.7281
H  0.7909  3.0940  2.7078
H  -1.4273  -1.5753  -2.9369
H  -0.3984  -4.9834  -1.4372
H  1.2234  -0.4612  2.7080
H  -4.1971  -3.3358  -3.6396
H  2.1261  0.8682  3.5083
H  -1.4736  -0.3830  -1.8851
H  2.3785  1.2536  1.0274
H  0.6441  1.1546  0.7720
H  0.3719  0.9162  3.3185
H  2.5424  3.1772  2.1468
H  -3.4992  -2.5501  -2.5402
H  0.7432  3.0993  -0.3448
H  -1.0732  -3.7149  -1.3890
H  0.4095  -2.7242  0.1426

Just the Mulliken charges please, in e? Sure, here they are:
1. S -0.228
2. O -0.609
3. O -0.639
4. O -0.611
5. O -0.639
6. C -0.628
7. C -1.161
8. C -0.269
9. H 0.286
10. H 0.359
11. H 0.326
12. H 0.336
13. H 0.291
14. H 0.285
15. H 0.300
16. H 0.286
17. H 0.281
18. H 0.276
19. H 0.319
20. H 0.367
21. H 0.345
22. H 0.091
23. H 0.288
24. H 0.347

***

Run two
Density functional theory data (the ωB97M-V functional and the def2-TZVPD basis) for a cluster of 5 separate species, C3H16O4S in total.

Output
2S+1: 1
orbital gap: 8.473 eV
highest occupied orbital energy: -8.26 eV
charge: 0
structure (SMILES): CCSC.O.O.O.O

Geometry (Å):
S  1.5163  -2.6439  -1.1643
O  -1.7293  3.4019  3.2027
O  -2.4125  -1.4441  2.4160
O  -1.3237  1.0229  1.5269
O  -0.8599  3.1564  -0.5531
C  1.7098  0.1538  -0.8557
C  0.8814  -0.9479  -1.3856
C  2.4079  -2.9097  -2.7164
H  -1.6903  3.3285  -0.8597
H  0.0025  -1.0890  -0.7712
H  2.7713  0.1259  -1.0808
H  -2.0762  0.9429  0.9523
H  -1.0461  3.2068  0.3641
H  0.5722  -1.0576  -2.4683
H  -2.7210  -2.2988  2.8470
H  3.0349  -1.9755  -3.0778
H  -3.1031  -0.9271  2.2763
H  -1.0192  3.8226  3.6545
H  1.7623  0.0666  0.2452
H  1.8874  -3.4427  -3.5337
H  -1.5308  2.4362  3.0364
H  1.3242  1.1159  -1.1515
H  2.8118  -3.9543  -2.4556
H  -1.1700  -0.0900  1.5523

Just the Mulliken charges please, in e? Sure, here they are:
1. S -0.071
2. O -0.645
3. O -0.591
4. O -0.685
5. O -0.566
6. C -0.852
7. C -0.467
8. C -0.824
9. H 0.273
10. H 0.141
11. H 0.360
12. H 0.303
13. H 0.323
14. H 0.382
15. H 0.302
16. H 0.259
17. H 0.278
18. H 0.304
19. H 0.254
20. H 0.319
21. H 0.363
22. H 0.245
23. H 0.248
24. H 0.348

***

Quick look at relative energies in eV: run one 0.000; run two 1.905.

***

Run one
Density functional theory data (the ωB97M-V functional and the def2-TZVPD basis) for an isolated molecule of C4H5NOS2.

Output
2S+1: 1
orbital gap: 7.767 eV
highest occupied orbital energy: -8.97 eV
charge: 0
structure (SMILES): C=CO/C(C=S)=N\S

Geometry (Å):
S  -2.8140  -0.2369  -0.0397
S  2.4710  -1.0586  -0.1529
O  -0.0987  0.7819  -0.3329
N  -1.3735  -1.0715  0.1575
C  0.9303  -1.4002  0.1886
C  0.7384  1.6128  0.3823
C  0.9672  2.8606  -0.0228
C  -0.2417  -0.5144  0.0354
H  1.1396  1.2118  1.3107
H  0.5283  3.2390  -0.9513
H  0.6113  -2.4060  0.5268
H  1.6075  3.5295  0.5643
H  -2.3607  1.0468  -0.3081

Just the Mulliken charges please, in e? Sure, here they are:
1. S -0.109
2. S -0.192
3. O -0.392
4. N -0.436
5. C -0.264
6. C 0.094
7. C -0.755
8. C 0.747
9. H 0.341
10. H 0.249
11. H 0.316
12. H 0.233
13. H 0.167

***

Run two
Density functional theory data (the ωB97M-V functional and the def2-TZVPD basis) for an isolated molecule of C4H5NOS2.

Output
2S+1: 1
orbital gap: 7.724 eV
highest occupied orbital energy: -8.89 eV
charge: 0
structure (SMILES): OC(=S)[C@@H]1N[C@@H]1C=S

Geometry (Å):
S  2.3446  -1.3432  -0.6074
S  -1.5729  -1.7710  0.5497
O  1.7011  -0.4355  1.6959
N  -0.5916  1.1889  0.5844
C  -0.7218  0.5412  -0.7421
C  1.4796  -0.3929  0.3941
C  0.6023  0.7390  -0.1371
C  -1.4635  -0.7689  -0.7873
H  -0.9207  1.1570  -1.6806
H  0.7569  0.0751  1.9805
H  -0.7965  0.4520  1.2344
H  1.2545  1.4625  -0.6906
H  -2.0720  -0.9041  -1.7940

Just the Mulliken charges please, in e? Sure, here they are:
1. S -0.272
2. S -0.215
3. O -0.448
4. N -0.730
5. C 0.118
6. C 0.064
7. C 0.077
8. C -0.184
9. H 0.337
10. H 0.432
11. H 0.200
12. H 0.364
13. H 0.256

***

Run three
Density functional theory data (the ωB97M-V functional and the def2-TZVPD basis) for an isolated molecule of C4H5NOS2.

Output
2S+1: 1
orbital gap: 8.931 eV
highest occupied orbital energy: -8.15 eV
charge: 0
structure (SMILES): S/N=C/[C@@H]1OC=CS1

Geometry (Å):
S  1.8759  -1.0484  -0.3143
S  -2.9896  -0.1094  -0.3727
O  0.9261  1.0198  1.0094
N  -1.4467  0.3108  0.2300
C  1.3811  1.4594  -0.2002
C  0.7083  -0.3620  0.9718
C  -0.6664  -0.6453  0.5100
C  1.9678  0.5789  -1.0029
H  2.4594  0.7821  -1.9386
H  -0.8970  -1.7193  0.4676
H  1.2015  2.5096  -0.4005
H  -3.4667  1.1496  -0.5012
H  0.8944  -0.7162  2.0069

Just the Mulliken charges please, in e? Sure, here they are:
1. S -0.161
2. S -0.167
3. O -0.394
4. N -0.279
5. C -0.454
6. C 0.038
7. C -0.177
8. C -0.083
9. H 0.395
10. H 0.374
11. H 0.366
12. H 0.154
13. H 0.388

***

Quick look at relative energies in eV: run one 0.341; run two 1.140; run three 0.000.